(1)
17
Properties=species:S:1:pos:R:3:forces:R:3:nbo_charge:R:1 method="wB97M-V/def2-TZVPD" mol_weight_g_mol=102.137 largest_force_ev_per_a=1.9 smiles="CCNCC(N)=O" e_lumo_ev=0.9 gap_ev=10.157 relative_energy_kcal_mol=26.2 homo_energy_ev=-9.221
C -1.255 -1.698 -1.415 -1.1 1.4 0.5 -0.620
C -0.951 -0.537 -0.449 -1.8 0.2 -0.3 -0.227
N 0.382 -0.569 0.113 -0.1 -0.1 0.8 -0.638
C 0.502 0.214 1.365 0.6 -1.0 -1.5 -0.314
C 0.918 1.622 1.013 -0.5 0.3 1.5 0.653
N 1.571 1.887 -0.142 -0.2 -0.3 0.1 -0.822
O 0.703 2.491 1.843 0.1 0.3 -0.3 -0.628
H -0.449 -1.805 -2.131 0.0 -0.4 -0.1 0.213
H -1.578 -2.592 -0.895 0.7 -0.5 0.1 0.207
H -2.181 -1.385 -1.923 0.4 -0.2 -0.3 0.215
H -1.244 0.397 -0.957 1.3 0.1 -0.4 0.188
H -1.795 -0.434 0.275 0.7 -0.9 0.5 0.162
H 0.656 -1.523 0.316 -0.2 -0.1 -0.2 0.362
H -0.388 0.111 1.994 0.0 0.7 -0.2 0.209
H 1.312 -0.210 1.965 0.1 0.1 -0.1 0.221
H 1.903 1.201 -0.799 -0.3 -0.1 0.2 0.415
H 1.893 2.829 -0.173 0.3 0.4 -0.3 0.402

(2)
91
Properties=species:S:1:pos:R:3:forces:R:3:mulliken_charge:R:1 method="wB97M-V/def2-TZVPD" mol_weight_g_mol=477.732 largest_force_ev_per_a=2.6 smiles=COC[C@H](C)N.COC[C@H](C)N.COC[C@H](C)N.COC[C@H](C)N.COC[C@H](C)N.CO e_lumo_ev=0.6 gap_ev=9.624 relative_energy_kcal_mol=20.1 homo_energy_ev=-8.991
C -3.596 -2.229 4.407 -0.1 0.7 -0.8 -1.563
C -4.399 -2.813 3.234 -0.1 0.3 -1.4 1.086
C -5.637 -3.518 3.730 -1.1 1.0 0.5 -0.948
O -6.408 -4.194 2.743 0.6 -0.2 0.3 -0.359
C -7.266 -3.428 1.939 -0.4 0.3 -0.4 -0.571
N -4.773 -1.721 2.223 0.2 -1.0 2.1 -0.703
H -3.755 -2.727 5.362 0.2 -0.3 -0.2 0.383
H -3.878 -1.181 4.567 -0.2 -0.2 -0.1 0.410
H -2.542 -2.179 4.125 0.1 -0.3 0.3 0.355
H -3.833 -3.594 2.677 0.1 0.4 0.5 0.198
H -6.278 -2.768 4.248 0.1 -0.2 -0.3 0.369
H -5.361 -4.235 4.506 0.0 -0.3 -0.3 0.361
H -7.917 -4.145 1.434 0.0 0.1 0.1 0.211
H -6.755 -2.838 1.165 -0.1 -0.2 0.1 0.229
H -7.898 -2.717 2.490 0.2 -0.2 0.2 0.312
H -3.937 -1.183 2.043 0.0 -0.1 -0.4 0.314
H -5.115 -2.173 1.388 0.5 0.3 -0.3 -0.100
C -2.642 -2.060 -0.558 0.9 -1.0 1.8 -1.005
C -3.609 -2.674 -1.528 0.9 1.9 -1.6 0.404
C -3.132 -3.939 -2.200 -1.6 -0.3 0.7 -0.693
O -1.900 -3.818 -2.825 0.3 0.0 -0.1 -0.292
C -1.710 -5.066 -3.433 0.3 -0.8 -0.2 -0.862
N -4.979 -2.669 -1.055 -1.0 -1.3 0.0 -0.636
H -2.838 -1.019 -0.317 -0.3 0.0 -0.1 0.316
H -1.598 -2.137 -0.870 -0.2 0.0 -0.5 0.219
H -2.623 -2.624 0.397 -0.2 0.2 -0.2 0.054
H -3.548 -1.931 -2.346 -0.5 -0.2 0.0 0.188
H -3.897 -4.190 -2.961 0.1 0.0 0.2 0.325
H -3.138 -4.788 -1.488 0.2 0.2 0.0 0.370
H -2.432 -5.234 -4.246 0.0 0.0 0.1 0.343
H -1.870 -5.826 -2.656 0.2 -0.3 -0.4 0.361
H -0.713 -5.194 -3.848 0.1 0.4 0.1 0.315
H -5.625 -2.774 -1.845 0.4 0.5 0.1 0.299
H -5.215 -3.534 -0.542 0.6 0.5 0.1 0.303
C 4.956 2.683 1.826 1.1 0.7 -0.5 -1.582
C 3.596 3.047 2.355 -0.2 -1.9 -1.2 0.844
C 3.617 3.467 3.770 0.6 1.3 0.7 -0.758
O 2.355 4.013 4.071 -0.3 -0.5 0.4 -0.312
C 2.108 4.132 5.447 0.2 0.6 0.6 -0.776
N 2.868 3.939 1.431 0.0 0.1 1.0 -0.663
H 5.759 3.369 2.138 -0.2 0.0 0.1 0.416
H 4.942 2.742 0.736 -0.1 -0.3 0.0 0.366
H 5.247 1.676 2.114 0.0 0.0 0.0 0.338
H 3.153 2.037 2.342 -0.9 0.5 -0.1 0.052
H 4.393 4.250 3.906 -0.2 -0.1 0.1 0.310
H 3.893 2.627 4.420 -0.2 0.0 0.0 0.406
H 1.063 4.401 5.585 -0.1 -0.2 -0.1 0.256
H 2.697 4.951 5.905 0.0 -0.3 -0.2 0.285
H 2.345 3.214 5.998 -0.1 0.0 -0.2 0.323
H 3.491 4.719 1.215 -0.3 -0.1 -0.2 0.275
H 2.093 4.332 1.981 0.3 0.0 -0.4 0.283
C 2.989 -2.187 1.379 -0.4 -0.1 1.4 -1.645
C 2.952 -1.981 -0.068 1.2 0.2 -2.0 0.767
C 1.649 -2.390 -0.727 -0.9 -0.6 1.3 -0.185
O 1.161 -3.653 -0.157 0.2 0.0 -2.0 -0.343
C 1.140 -4.685 -1.186 0.8 0.1 1.4 -0.564
N 3.418 -0.613 -0.428 -1.1 0.0 -0.8 -0.644
H 3.933 -1.830 1.779 0.1 0.1 0.1 0.400
H 2.874 -3.241 1.621 0.0 0.0 0.1 0.361
H 2.156 -1.649 1.847 0.1 0.0 0.2 0.270
H 3.716 -2.629 -0.529 0.0 0.0 0.2 0.269
H 1.798 -2.480 -1.802 -0.2 0.1 -0.1 0.500
H 0.848 -1.678 -0.482 0.2 0.2 -0.3 -0.235
H 0.665 -5.565 -0.741 -0.1 0.2 -0.1 0.245
H 2.184 -4.973 -1.403 -0.3 0.1 -0.2 0.315
H 0.633 -4.376 -2.098 -0.1 0.1 0.1 0.119
H 2.697 0.101 -0.239 0.2 -0.3 0.4 0.160
H 3.432 -0.565 -1.456 0.4 -0.1 0.4 0.286
C 2.078 4.885 -2.515 -0.6 0.4 0.1 -0.954
C 2.734 4.301 -3.769 0.1 -1.4 1.4 0.688
C 3.171 5.302 -4.789 0.7 -0.9 -1.0 -0.787
O 2.145 6.073 -5.345 -0.5 0.3 0.0 -0.342
C 1.089 5.344 -5.936 -0.9 0.2 0.3 -0.686
N 3.929 3.466 -3.346 -0.7 0.4 -0.3 -0.756
H 2.641 5.668 -2.000 0.5 -0.3 -0.1 0.302
H 1.829 4.080 -1.818 0.3 0.1 0.1 0.039
H 1.120 5.386 -2.722 0.2 -0.3 -0.4 0.347
H 1.993 3.604 -4.197 0.1 0.4 -0.2 0.154
H 3.668 4.715 -5.594 -0.1 0.2 0.1 0.363
H 3.945 5.952 -4.387 -0.2 0.3 0.1 0.352
H 0.395 6.070 -6.379 0.5 0.0 -0.1 0.255
H 0.448 4.820 -5.200 0.5 0.0 -0.1 0.247
H 1.404 4.631 -6.710 0.2 0.1 0.1 0.306
H 4.342 3.003 -4.159 -0.2 0.3 0.1 0.276
H 3.577 2.697 -2.772 0.1 0.3 0.0 0.211
C 0.260 1.868 0.152 -0.8 -0.7 0.5 -0.535
O 1.597 1.986 -0.228 0.6 0.4 0.2 -0.520
H -0.127 0.879 -0.124 0.1 0.2 -0.3 0.054
H 0.162 1.869 1.244 -0.1 0.3 0.0 0.294
H -0.391 2.636 -0.284 0.1 0.0 0.0 0.286
H 1.989 2.678 0.364 0.2 -0.2 -0.7 0.271

| no. | total energy (eV) |
| --- | --- |
| 1 | -9337.8510 |
| 2 | -42465.3956 |